{
  "formula": "C44H39N7O18S",
  "method": "ωB97M-V/def2-TZVPD",
  "species": ["S", "O", "O", "O", "O", "O", "O", "O", "O", "O", "O", "O", "O", "O", "O", "O", "O", "O", "O", "N", "N", "N", "N", "N", "N", "N", "C", "C", "C", "C", "C", "C", "C", "C", "C", "C", "C", "C", "C", "C", "C", "C", "C", "C", "C", "C", "C", "C", "C", "C", "C", "C", "C", "C", "C", "C", "C", "C", "C", "C", "C", "C", "C", "C", "C", "C", "C", "C", "C", "C", "H", "H", "H", "H", "H", "H", "H", "H", "H", "H", "H", "H", "H", "H", "H", "H", "H", "H", "H", "H", "H", "H", "H", "H", "H", "H", "H", "H", "H", "H", "H", "H", "H", "H", "H", "H", "H", "H", "H"],
  "xyz": [[-6.046, 5.450, 22.910], [-6.827, 17.721, 17.439], [-11.257, 13.432, 15.412], [-5.352, 6.351, 23.747], [-9.935, 11.849, 16.008], [-3.924, 12.040, 18.600], [-1.125, 7.904, 17.710], [-4.500, 13.666, 27.410], [-2.509, 13.915, 22.929], [-2.755, 13.524, 26.120], [-6.418, 6.181, 21.578], [-8.222, 9.562, 21.560], [-4.285, 14.927, 23.555], [-5.457, 4.166, 22.637], [-1.928, 5.888, 17.510], [-3.038, 10.539, 19.846], [-7.463, 5.215, 23.410], [-8.554, 11.501, 22.401], [-8.730, 16.808, 17.774], [-7.840, 10.548, 22.212], [-3.159, 14.940, 23.020], [-10.651, 12.783, 16.258], [-7.549, 16.862, 17.948], [-3.570, 14.120, 26.772], [-1.618, 6.897, 18.170], [-3.892, 10.903, 19.038], [-5.558, 9.629, 22.334], [-4.996, 10.029, 18.697], [-4.279, 9.736, 22.793], [-1.903, 6.606, 22.315], [-2.406, 5.570, 21.534], [-6.044, 10.597, 18.017], [-7.882, 6.498, 21.525], [-7.860, 14.949, 19.393], [-10.528, 12.210, 18.649], [-4.901, 8.671, 19.048], [-8.316, 6.327, 22.923], [-2.370, 17.518, 26.113], [-1.521, 18.434, 21.550], [-7.114, 9.803, 17.600], [-1.737, 6.793, 19.593], [-6.152, 11.595, 23.619], [-1.282, 16.104, 22.089], [-3.464, 15.560, 26.769], [-2.866, 18.469, 21.945], [-6.506, 10.586, 22.713], [-3.956, 10.725, 23.688], [-1.167, 7.837, 20.356], [-4.209, 17.615, 27.647], [-3.237, 18.249, 26.902], [-6.956, 15.777, 18.739], [-5.077, 14.705, 19.711], [-4.373, 16.235, 27.556], [-7.343, 13.914, 20.191], [-0.699, 17.278, 21.552], [-10.868, 13.098, 17.628], [-2.290, 5.639, 20.181], [-2.437, 16.139, 26.064], [-11.440, 13.793, 20.293], [-11.809, 14.669, 19.208], [-3.453, 17.298, 22.449], [-5.555, 15.751, 18.923], [-2.607, 16.155, 22.500], [-5.983, 7.838, 18.586], [-1.355, 7.711, 21.731], [-5.942, 13.843, 20.379], [-11.538, 14.288, 17.912], [-7.075, 8.426, 17.904], [-10.769, 12.550, 19.941], [-4.879, 11.626, 24.113], [-0.778, 15.143, 22.160], [-6.886, 12.316, 23.924], [-2.528, 4.855, 19.473], [-3.151, 19.308, 26.936], [-4.033, 14.406, 19.680], [-5.887, 6.795, 18.844], [-8.297, 5.780, 20.822], [-2.881, 4.717, 22.015], [-1.878, 6.484, 23.393], [-5.465, 12.965, 20.794], [-7.991, 7.499, 21.120], [-3.528, 19.327, 21.920], [-5.964, 11.653, 17.760], [-8.109, 7.182, 23.557], [-5.209, 15.700, 28.001], [-1.043, 19.344, 21.163], [-10.131, 11.300, 18.253], [-5.020, 16.564, 18.441], [-3.507, 9.069, 22.416], [-1.059, 8.518, 22.392], [-11.692, 14.101, 21.308], [-8.918, 15.007, 19.235], [-5.797, 8.837, 21.634], [-4.581, 12.462, 24.740], [-7.972, 13.144, 20.621], [-10.358, 11.952, 20.748], [-2.968, 10.713, 24.100], [-7.943, 10.273, 17.062], [-4.469, 17.160, 22.774], [0.263, 17.334, 21.096], [-4.916, 18.214, 28.220], [-9.342, 5.973, 23.040], [-1.696, 15.556, 25.549], [-3.997, 8.307, 19.551], [-0.707, 8.686, 19.857], [-12.278, 15.656, 19.393], [-1.603, 18.033, 25.548], [-7.789, 7.764, 17.411], [-11.805, 14.898, 17.054]],
  "lowdin_charge": [0.497, 0.061, 0.079, -0.220, 0.078, 0.058, 0.082, 0.077, 0.070, 0.082, -0.217, 0.036, 0.040, -0.236, 0.054, 0.064, -0.179, 0.066, 0.079, -0.324, -0.330, -0.359, -0.361, -0.356, -0.349, -0.320, 0.005, -0.167, -0.054, -0.073, -0.063, -0.003, -0.113, 0.011, -0.013, 0.024, -0.108, -0.065, -0.070, -0.040, -0.172, 0.015, 0.012, -0.173, -0.058, -0.147, -0.045, 0.020, -0.058, -0.074, -0.138, -0.081, 0.014, -0.025, -0.034, -0.164, 0.002, -0.008, -0.013, -0.064, 0.020, 0.023, -0.180, -0.038, -0.096, -0.063, -0.017, -0.058, -0.066, -0.062, 0.121, 0.122, 0.121, 0.100, 0.103, 0.098, 0.137, 0.108, 0.121, 0.098, 0.093, 0.107, 0.125, 0.133, 0.126, 0.109, 0.107, 0.117, 0.095, 0.111, 0.102, 0.090, 0.100, 0.087, 0.078, 0.083, 0.117, 0.099, 0.115, 0.097, 0.112, 0.145, 0.121, 0.108, 0.121, 0.117, 0.111, 0.108, 0.122],
  "charge": 0,
  "e_homo_ev": -9.8,
  "lumo_ev": -1.01
}

***

{
  "formula": "C44H40BN8ORuS5",
  "method": "ωB97M-V/def2-TZVPD",
  "species": ["Ru", "S", "S", "S", "S", "S", "O", "N", "N", "N", "N", "N", "N", "N", "N", "C", "C", "C", "C", "C", "C", "C", "C", "C", "C", "C", "C", "C", "C", "C", "C", "C", "C", "C", "C", "C", "C", "C", "C", "C", "C", "C", "C", "C", "C", "C", "C", "C", "C", "C", "C", "C", "C", "C", "C", "C", "C", "C", "C", "B", "H", "H", "H", "H", "H", "H", "H", "H", "H", "H", "H", "H", "H", "H", "H", "H", "H", "H", "H", "H", "H", "H", "H", "H", "H", "H", "H", "H", "H", "H", "H", "H", "H", "H", "H", "H", "H", "H", "H", "H"],
  "xyz": [[-0.442, 0.362, -0.874], [0.462, 1.925, -2.117], [0.425, -1.155, -2.401], [3.529, 0.761, -6.877], [2.177, -0.860, -4.801], [2.083, 2.069, -4.651], [0.949, -0.658, 0.326], [-1.727, 2.149, 1.223], [-2.299, 1.074, -1.632], [-0.545, 1.901, 0.620], [2.149, -1.241, 3.475], [2.246, -1.246, 2.098], [-3.189, 1.525, -0.711], [-2.695, -0.148, 1.077], [-1.802, -0.861, 0.336], [1.039, -0.539, 3.805], [-0.987, -3.535, -1.037], [-2.696, -2.181, 1.908], [-1.226, 1.744, -6.223], [-4.286, -0.432, 2.976], [-3.251, -0.925, 2.023], [-2.802, 1.362, -2.839], [3.149, -3.504, 1.937], [-1.603, 3.138, 2.125], [-4.230, 2.116, -1.327], [0.352, 2.769, 1.119], [3.040, -2.220, 1.423], [3.675, -1.867, 0.241], [-1.837, 2.042, -5.016], [-1.809, -2.104, 0.829], [2.281, 4.259, 0.855], [-0.945, 0.423, -6.552], [-0.289, 3.552, 2.095], [-1.298, -0.596, -5.680], [-1.009, -3.223, 0.315], [-5.388, 2.703, -0.594], [-2.742, 3.641, 2.946], [4.543, -4.104, 0.072], [1.258, 1.205, -3.392], [1.266, -0.201, -3.478], [1.757, 2.972, 0.701], [-0.308, -4.028, 1.213], [3.918, -4.440, 1.263], [-4.007, 2.048, -2.684], [0.480, -5.391, -0.603], [3.581, 4.560, 0.485], [-1.900, -0.298, -4.465], [3.893, 2.299, -0.219], [4.415, -2.820, -0.441], [0.745, -0.197, 5.221], [0.433, -5.105, 0.756], [3.359, -1.307, 4.286], [-0.238, -4.609, -1.494], [4.398, 3.579, -0.057], [2.651, 0.665, -5.523], [1.128, -0.644, 1.575], [-2.150, 1.024, -4.115], [0.363, -0.178, 2.668], [2.592, 1.996, 0.155], [-2.963, 1.334, 0.786], [-3.486, 4.137, 2.322], [3.581, -0.860, -0.138], [0.926, -1.042, 5.885], [1.657, 5.054, 1.239], [-0.971, 2.540, -6.909], [4.903, -2.554, -1.369], [-3.904, 1.719, 1.404], [2.628, -3.768, 2.848], [-0.470, 0.189, -7.496], [-1.593, -2.957, -1.723], [-2.214, -1.091, -3.799], [3.647, -0.315, 4.635], [1.375, 0.633, 5.549], [-2.945, -3.058, 2.480], [-5.081, 3.552, 0.018], [-0.578, 0.341, 2.620], [4.015, -5.440, 1.663], [-0.224, -4.844, -2.551], [-0.293, 0.110, 5.319], [3.948, 5.571, 0.610], [-2.049, 3.070, -4.750], [-5.857, 1.970, 0.062], [-0.337, -3.793, 2.271], [5.411, 3.814, -0.355], [-1.109, -1.628, -5.948], [-6.132, 3.049, -1.307], [4.518, 1.522, -0.643], [-5.161, -0.051, 2.451], [0.977, -5.722, 1.459], [-3.243, 2.832, 3.477], [-4.605, -1.246, 3.624], [-2.379, 4.360, 3.676], [5.133, -4.840, -0.456], [1.061, -6.230, -0.962], [2.231, 0.990, 0.013], [3.196, -1.969, 5.134], [0.146, 4.324, 2.704], [-3.901, 0.373, 3.605], [-4.659, 2.390, -3.470], [4.161, -1.716, 3.679]],
  "lowdin_charge": [0.873, 0.824, 0.791, 0.646, 0.932, 0.937, -0.215, 0.031, -0.023, -0.023, -0.056, 0.078, 0.046, 0.035, 0.028, -0.234, -0.100, 0.043, -0.078, -0.006, -0.260, -0.238, -0.037, -0.253, -0.245, -0.224, -0.188, 0.004, -0.037, -0.235, -0.028, -0.080, 0.034, -0.088, -0.180, -0.008, -0.003, -0.068, -1.043, -1.072, -0.179, -0.035, -0.071, 0.050, -0.070, -0.066, -0.070, -0.071, -0.053, 0.007, -0.082, 0.020, -0.077, -0.073, -1.472, -0.379, -0.200, 0.077, -0.087, -0.517, 0.088, 0.103, 0.091, 0.109, 0.112, 0.111, 0.116, 0.120, 0.113, 0.091, 0.106, 0.103, 0.098, 0.123, 0.085, 0.109, 0.112, 0.110, 0.090, 0.109, 0.123, 0.085, 0.116, 0.108, 0.113, 0.088, 0.104, 0.087, 0.105, 0.074, 0.087, 0.088, 0.110, 0.108, 0.057, 0.101, 0.117, 0.077, 0.126, 0.093],
  "charge": 1,
  "e_homo_ev": [-10.1, -10.5],
  "lumo_ev": [-4.02, -4.38]
}

***

{
  "formula": "C44H40IrN4O2P2S2",
  "method": "ωB97M-V/def2-TZVPD",
  "species": ["Ir", "S", "S", "P", "P", "O", "O", "N", "N", "N", "N", "C", "C", "C", "C", "C", "C", "C", "C", "C", "C", "C", "C", "C", "C", "C", "C", "C", "C", "C", "C", "C", "C", "C", "C", "C", "C", "C", "C", "C", "C", "C", "C", "C", "C", "C", "C", "C", "C", "C", "C", "C", "C", "C", "C", "H", "H", "H", "H", "H", "H", "H", "H", "H", "H", "H", "H", "H", "H", "H", "H", "H", "H", "H", "H", "H", "H", "H", "H", "H", "H", "H", "H", "H", "H", "H", "H", "H", "H", "H", "H", "H", "H", "H", "H"],
  "xyz": [[-0.601, -0.680, 0.731], [-0.306, -1.989, 2.675], [-1.823, -2.362, -0.175], [-1.982, 0.760, -0.597], [1.100, -1.434, -0.543], [-2.308, -3.415, 0.699], [1.894, 5.231, 0.306], [0.238, 1.119, 1.530], [1.472, -2.897, 4.344], [3.414, 3.584, -0.073], [1.596, -0.624, 4.083], [3.077, -1.826, 1.344], [2.309, 1.381, -3.184], [4.312, 0.435, -2.241], [-0.514, 4.230, -3.157], [2.291, 4.103, 0.479], [-4.129, 0.156, -2.316], [1.442, 3.171, 1.315], [-0.100, 2.890, 3.111], [-4.741, 2.957, 1.450], [3.550, -0.379, -1.414], [1.086, -2.954, -2.879], [-0.895, -3.040, -1.530], [-0.544, 4.349, -1.773], [-3.364, 0.575, 1.787], [2.654, -0.463, 5.080], [-4.273, -2.459, -1.330], [2.154, -0.310, -1.470], [2.208, -2.455, 0.445], [0.366, -2.518, -1.768], [-3.113, -0.326, -1.496], [-1.412, 2.004, -3.010], [-4.305, 0.960, 2.727], [-3.086, 1.386, 0.688], [-5.279, -1.959, -2.145], [-1.027, 3.305, -1.001], [2.285, -3.831, 0.255], [-0.952, 3.064, -3.776], [-4.989, 2.158, 2.560], [1.545, 0.565, -2.372], [3.229, -4.572, 0.956], [0.539, -3.921, -3.708], [1.056, -1.785, 3.768], [-1.452, 2.124, -1.618], [-3.797, 2.573, 0.510], [-5.189, -0.671, -2.661], [4.105, -3.943, 1.826], [-3.192, -1.638, -1.045], [-1.447, -4.020, -2.342], [1.162, 1.879, 0.916], [4.029, -2.565, 2.021], [3.697, 1.319, -3.116], [-0.712, -4.465, -3.430], [0.787, 3.698, 2.421], [-0.365, 1.623, 2.629], [4.298, 1.949, -3.759], [-4.524, 0.321, 3.572], [-0.618, 3.240, 3.993], [2.869, 0.595, 5.190], [-4.333, -3.455, -0.910], [3.830, 2.738, 0.276], [1.825, 2.057, -3.876], [-0.207, 5.261, -1.297], [4.855, -4.522, 2.348], [1.093, -4.259, -4.573], [-5.292, 3.878, 1.313], [-1.083, 0.988, 3.128], [-1.123, -5.232, -4.072], [1.620, -4.336, -0.434], [3.562, -0.975, 4.763], [-6.136, -2.577, -2.377], [1.624, 1.471, 0.029], [-1.081, 3.414, 0.076], [2.331, -0.847, 6.049], [1.182, 0.195, 3.672], [5.391, 0.364, -2.210], [-5.971, -0.294, -3.307], [4.049, -1.080, -0.761], [-5.731, 2.459, 3.287], [2.069, -2.550, -3.088], [3.032, -0.751, 1.484], [-0.945, 2.985, -4.855], [-3.615, 3.203, -0.352], [3.287, -5.642, 0.805], [2.159, -2.904, 5.083], [-0.158, 5.057, -3.758], [0.969, 4.726, 2.709], [1.046, -3.774, 4.082], [4.011, 4.225, -0.573], [0.469, 0.600, -2.439], [-2.426, -4.431, -2.138], [4.730, -2.075, 2.684], [-2.891, -0.405, 1.901], [-4.112, 1.183, -2.660], [-1.756, 1.099, -3.498]],
  "lowdin_charge": [0.642, 0.688, 0.739, 0.994, 0.945, -0.387, 0.106, -0.129, 0.175, 0.206, 0.000, -0.147, -0.031, -0.040, -0.024, -0.496, -0.041, -0.102, 0.012, -0.028, -0.061, -0.037, -0.337, -0.030, -0.126, -0.015, -0.034, -0.365, -0.366, -0.349, -0.325, -0.105, -0.040, -0.352, -0.004, -0.091, -0.044, -0.049, -0.027, -0.092, -0.031, -0.008, -0.747, -0.373, -0.058, -0.007, -0.036, -0.360, -0.016, -0.078, -0.066, -0.030, -0.003, 0.054, -0.157, 0.126, 0.125, 0.135, 0.104, 0.129, 0.107, 0.113, 0.117, 0.125, 0.131, 0.126, 0.099, 0.132, 0.116, 0.091, 0.132, 0.093, 0.106, 0.108, 0.092, 0.124, 0.130, 0.105, 0.126, 0.128, 0.106, 0.125, 0.114, 0.125, 0.129, 0.127, 0.149, 0.124, 0.134, 0.075, 0.128, 0.115, 0.074, 0.123, 0.115],
  "charge": 3,
  "e_homo_ev": -16.5,
  "lumo_ev": -9.44
}

***

Number 1: strongest force on any atom 0.06081 Eh/bohr. Number 2: strongest force on any atom 0.02553 Eh/bohr. Number 3: strongest force on any atom 0.02271 Eh/bohr.